C30H26N7O2Rh | ωB97M-V with the def2-TZVPD basis set

```
66
Properties=species:S:1:pos:R:3:forces:R:3:lowdin_charge:R:1
Rh -0.3151 -0.0401 0.3725 -0.016 0.698 0.169 1.16
C 2.4858 1.6447 4.7194 0.008 -0.006 0.000 -0.03
C 2.9086 0.3939 4.2675 -0.004 0.016 0.012 -0.04
C 2.0519 -0.4122 3.5466 -0.037 -0.013 -0.024 -0.01
C 0.7604 0.0535 3.2825 0.052 0.044 0.049 -0.29
C 0.3257 1.2939 3.7469 -0.009 -0.025 -0.013 -0.02
C 1.1988 2.0956 4.4632 0.005 0.001 0.002 -0.05
N -0.2033 -0.6770 2.5454 0.005 -0.201 -0.547 0.00
N 0.1902 -1.7550 2.0046 -0.082 -0.155 0.444 0.07
C -0.8244 -2.4287 1.2229 0.176 -0.010 -0.145 -0.28
C -1.3464 -3.6814 1.4778 0.048 -0.028 0.002 0.01
C -2.2015 -4.2138 0.5194 -0.002 -0.001 -0.009 -0.03
C -2.4758 -3.5427 -0.6714 -0.018 -0.015 0.010 -0.05
C -1.9213 -2.2954 -0.9443 0.037 0.022 -0.016 -0.07
C -1.1187 -1.7637 0.0440 -0.130 -0.016 0.066 -0.21
H 3.1665 2.2629 5.2894 0.000 -0.002 0.001 0.12
H 3.9081 0.0498 4.4952 0.002 0.000 -0.005 0.12
H 2.3578 -1.3916 3.2066 0.004 0.001 -0.005 0.11
H -0.6973 1.5987 3.5620 0.000 0.007 0.000 0.11
H 0.8737 3.0567 4.8362 -0.002 0.000 -0.002 0.12
H -1.0947 -4.2207 2.3814 -0.007 0.000 0.002 0.13
H -2.6521 -5.1812 0.6937 0.003 -0.001 0.001 0.13
H -3.1313 -4.0008 -1.4001 -0.002 0.005 -0.001 0.12
H -2.1239 -1.7787 -1.8730 -0.027 0.000 0.007 0.11
O 2.9644 5.7794 -1.8204 0.003 0.019 0.015 -0.03
C 4.0499 4.9136 -1.6067 0.004 0.000 -0.003 -0.23
N 3.4295 3.6027 -1.4987 -0.013 0.014 0.017 0.09
C 4.1456 2.5207 -1.1415 0.006 -0.002 0.008 -0.45
O 5.3242 2.5364 -0.8621 -0.002 -0.003 -0.001 0.12
C 3.3915 1.2122 -1.0516 -0.008 0.006 0.000 -0.07
C 4.0873 0.0299 -1.2831 -0.004 -0.012 -0.005 0.06
C 3.4348 -1.1837 -1.1445 0.008 0.011 -0.008 0.02
C 2.1165 -1.1963 -0.7341 0.020 0.024 -0.007 -0.06
N 1.4598 -0.0503 -0.4917 -0.030 -0.259 0.059 -0.09
C 2.0731 1.1345 -0.6550 0.002 0.017 0.011 -0.05
H 3.2918 6.6554 -2.0502 -0.004 -0.019 -0.007 0.11
H 4.5839 5.1226 -0.6775 0.003 -0.008 -0.001 0.14
H 4.7612 4.9301 -2.4375 -0.005 0.008 -0.004 0.14
H 2.5295 3.5207 -1.9440 0.008 -0.011 -0.023 0.14
H 5.1331 0.0873 -1.5576 0.001 -0.001 0.001 0.15
H 3.9394 -2.1209 -1.3307 0.000 0.000 -0.001 0.13
H 1.5703 -2.1151 -0.5781 0.000 0.002 0.007 0.12
H 1.4939 2.0230 -0.4294 0.011 0.003 0.010 0.13
C -1.2826 1.9277 -3.2904 0.019 -0.015 0.001 0.00
C -0.6678 1.0963 -2.3840 -0.066 -0.093 -0.042 -0.10
N -1.1056 1.0259 -1.1125 -0.039 -0.037 0.015 -0.08
C -2.1647 1.7461 -0.7246 0.057 0.056 -0.021 -0.06
C -2.8349 2.6107 -1.5792 0.045 0.030 -0.002 -0.18
C -2.3594 2.7045 -2.8813 -0.004 0.026 0.013 0.04
C -3.9426 3.4611 -1.1014 -0.009 -0.002 -0.042 -0.03
C -5.0425 3.0885 -0.4502 -0.033 0.023 0.034 0.00
C -5.4909 1.7309 -0.0911 -0.036 0.006 -0.016 -0.27
C -6.5896 1.5732 0.7407 -0.010 0.001 -0.020 0.01
C -6.9902 0.2761 1.0242 0.004 -0.010 -0.007 -0.09
N -6.3734 -0.7806 0.5064 0.002 0.006 -0.010 0.10
C -5.3455 -0.5206 -0.2920 0.012 -0.008 0.032 -0.19
N -4.8547 0.6706 -0.6081 0.009 -0.026 0.020 0.13
H -0.9195 1.9681 -4.3075 0.000 -0.003 0.000 0.13
H 0.1682 0.4676 -2.6512 -0.010 0.001 -0.020 0.12
H -2.4814 1.6443 0.3083 0.001 -0.011 -0.012 0.13
H -2.8395 3.3772 -3.5807 -0.006 -0.004 0.000 0.14
H -3.8320 4.5146 -1.3359 -0.001 -0.011 -0.022 0.13
H -5.7358 3.8755 -0.1765 0.020 0.001 0.030 0.12
H -7.1182 2.4249 1.1459 0.007 0.000 0.003 0.12
H -7.8325 0.0794 1.6770 -0.001 -0.003 -0.003 0.12
H -4.8556 -1.3785 -0.7374 0.037 -0.037 0.004 0.10
```
Positions in Å, forces in eV/Å.

Its relative energy (zero: lowest compared OMol25 entry of this formula, charge and spin) is 34.4 kcal/mol. The calculation puts the frontier orbital gap at 6.7 eV. Its total charge is +2. Its HOMO energy is -14.27 eV.



C30H27BF6O3S | ωB97M-V with the def2-TZVPD basis set

```
68
Properties=species:S:1:pos:R:3:forces:R:3:lowdin_charge:R:1
C 0.4793 -4.9121 -0.3535 0.210 -0.390 0.274 -0.10
C -0.3409 -3.7524 -0.7563 -0.669 0.778 -1.168 -0.59
C -0.4060 -3.1639 -2.0143 -0.152 -0.214 0.940 -0.12
C -1.2290 -2.0076 -2.0335 -0.093 0.229 0.973 -0.10
C -1.7379 -1.6757 -0.7790 0.110 -1.634 -1.219 -0.45
C -2.6977 -0.6428 -0.4801 -0.836 0.901 0.390 -0.20
C -3.2107 -0.4736 0.8207 0.170 -0.031 -0.594 0.04
C -4.1244 0.5390 1.0829 -0.274 0.240 -0.056 -0.10
C -4.7148 0.6574 2.4639 -0.177 0.073 0.833 -0.51
F -5.6962 1.6055 2.5363 0.844 -0.818 -0.004 0.12
F -5.2702 -0.5281 2.8753 0.504 1.035 -0.269 0.12
F -3.7597 0.9938 3.3919 -0.907 -0.344 -0.735 0.12
C -4.5152 1.4305 0.0926 0.093 -0.207 0.078 0.06
C -4.0060 1.2639 -1.1924 -0.057 -0.061 -0.081 -0.10
C -4.4115 2.2645 -2.2378 0.095 0.664 -0.668 -0.50
F -3.9211 1.9532 -3.4777 -0.507 0.294 1.022 0.11
F -5.7648 2.3851 -2.3567 1.043 -0.036 0.095 0.13
F -3.9261 3.5199 -1.9259 -0.566 -1.109 -0.337 0.11
C -3.1379 0.2316 -1.5005 0.137 -0.154 0.528 0.06
S -1.3596 -2.9310 0.3711 0.389 0.291 -0.855 1.12
H 0.5794 -5.6107 -1.1904 0.024 0.062 0.187 0.09
H 1.4852 -4.5841 -0.0513 -0.217 -0.173 0.012 0.09
H 0.0056 -5.4277 0.4893 0.266 -0.063 -0.137 0.08
H 0.1232 -3.5600 -2.8797 -0.105 0.121 0.241 0.12
H -1.4348 -1.4190 -2.9249 0.204 -0.142 0.236 0.11
H -2.9043 -1.1430 1.6241 -0.048 0.163 -0.154 0.11
H -5.2149 2.2279 0.3070 0.049 -0.055 0.008 0.14
H -2.7728 0.1122 -2.5166 -0.064 0.115 0.253 0.12
C 2.9974 1.2912 5.6063 -0.753 -0.307 -0.231 -0.07
O 1.8914 0.4184 5.2779 0.108 0.457 0.342 -0.10
C 1.5469 0.2904 3.9655 0.197 -0.027 -0.731 -0.28
C 0.9343 -0.9178 3.5707 0.745 0.577 0.618 0.00
C 0.9391 -1.2688 2.2341 -0.308 0.256 -0.535 -0.05
C 1.3906 -0.3802 1.2572 -0.192 0.108 0.175 -0.24
C 1.4053 -0.7184 -0.2204 3.793 0.740 0.448 -0.07
B 3.1601 -0.7175 -0.4774 -3.282 -0.788 0.004 -0.52
O 4.0166 -1.0454 0.5311 0.708 -0.105 -0.660 0.11
C 5.3093 -1.2609 -0.1019 -0.032 0.055 0.466 -0.10
C 5.1008 -0.9752 -1.5936 -0.243 0.257 -0.327 -0.10
O 3.6949 -0.6096 -1.7262 1.141 -0.289 0.250 0.09
C 0.8021 0.3496 -1.0840 -0.883 0.177 -0.575 -0.21
C -0.1280 1.2690 -0.5714 0.388 0.038 0.107 -0.04
C -0.5875 2.3297 -1.3417 0.025 -0.251 -0.099 -0.04
C -0.2646 2.4097 -2.6968 0.120 -0.122 0.130 -0.28
C -0.8381 3.5154 -3.5268 -0.162 0.239 -0.213 -0.05
C 0.5668 1.4284 -3.2485 -0.261 0.159 0.112 -0.03
C 1.1025 0.4249 -2.4507 -0.036 -0.023 0.183 -0.03
C 1.8874 0.8716 1.6622 -0.583 -0.183 -0.133 -0.04
C 1.8972 1.2548 2.9911 0.232 -0.713 0.634 0.00
H 3.2128 1.0618 6.6495 0.045 0.151 -0.109 0.09
H 3.8790 1.0830 4.9818 -0.310 -0.011 0.071 0.10
H 2.7042 2.3443 5.4996 0.146 -0.210 0.094 0.08
H 0.5508 -1.5898 4.3351 0.294 0.038 -0.082 0.12
H 0.5846 -2.2536 1.9228 0.056 0.425 0.234 0.07
H 1.0704 -1.7328 -0.4470 -0.076 0.158 0.050 0.10
H 6.0364 -0.5716 0.3442 -0.161 -0.238 -0.011 0.13
H 5.6246 -2.2984 0.0707 -0.103 0.309 0.099 0.13
H 5.7168 -0.1355 -1.9372 -0.169 -0.237 -0.033 0.13
H 5.2981 -1.8621 -2.2098 -0.099 0.314 0.061 0.13
H -0.4792 1.1638 0.4580 0.267 0.147 -0.257 0.13
H -1.2171 3.0974 -0.8867 0.011 -0.260 -0.164 0.12
H -0.4699 3.4614 -4.5547 -0.046 0.093 0.095 0.08
H -1.9331 3.4511 -3.5521 0.263 0.057 -0.049 0.06
H -0.5835 4.4977 -3.1101 -0.010 -0.152 -0.119 0.09
H 0.7992 1.4668 -4.3149 -0.023 -0.022 0.274 0.11
H 1.7685 -0.3175 -2.8850 -0.146 0.218 0.052 0.11
H 2.2581 1.5712 0.9102 -0.203 -0.126 0.132 0.14
H 2.2383 2.2501 3.2848 0.075 -0.439 -0.096 0.11
```
Positions in Å, forces in eV/Å.

Its relative energy (zero: lowest compared OMol25 entry of this formula, charge and spin) is 0.0 kcal/mol. The calculation puts the frontier orbital gap at 7.5 eV. Its HOMO energy is -7.59 eV. As for the SMILES: Cc1ccc(-c2cc(C(F)(F)F)cc(C(F)(F)F)c2)s1.COc1ccc([C@H](B2OCCO2)c2ccc(C)cc2)cc1.



C30H27BrMoN4O4PS | ωB97M-V with the def2-TZVPD basis set

```
69
Properties=species:S:1:pos:R:3:forces:R:3:lowdin_charge:R:1
Mo 0.1475 -0.1741 0.3317 -0.255 1.570 0.150 1.30
Br 6.3039 2.9056 2.8481 -0.052 -0.048 -0.051 0.77
C 4.9852 1.9860 1.8509 0.113 0.080 0.103 -0.68
C 4.8381 2.2594 0.4875 -0.015 -0.067 0.059 -0.09
C 3.8760 1.6119 -0.2520 -0.158 -0.021 -0.091 0.01
C 2.9843 0.7158 0.3583 0.327 0.087 0.465 -0.38
O 2.0234 0.1511 -0.3405 0.228 -0.321 -0.348 -0.35
C 3.1851 0.4017 1.7284 -0.022 0.340 -0.355 -0.18
C 2.4980 -0.7338 2.2516 -0.135 -0.200 -0.154 -0.02
N 1.4061 -1.1964 1.7358 0.478 0.046 0.508 -0.06
C 1.0366 -2.5430 1.9440 0.011 -0.483 0.186 -0.23
C 1.2477 -3.2937 3.0705 -0.016 0.381 -0.127 0.02
C 0.9233 -4.6599 3.0773 -0.081 -0.258 -0.088 -0.04
C 0.4404 -5.2725 1.9543 0.048 -0.025 0.143 -0.01
C 0.2173 -4.5241 0.7780 -0.002 0.219 -0.019 -0.13
C -0.2265 -5.0919 -0.4333 0.004 0.182 -0.093 0.03
C -0.3469 -4.2890 -1.5365 -0.030 -0.325 0.025 -0.02
C -0.1217 -2.9153 -1.4148 0.030 0.302 0.078 -0.13
N 0.2075 -2.3210 -0.2798 0.167 -0.700 -0.379 0.00
C 0.4656 -3.1355 0.7952 0.040 -0.219 0.091 -0.16
C 4.2000 1.0425 2.4577 -0.030 -0.081 0.032 -0.07
H 5.4898 2.9838 0.0182 -0.001 -0.007 -0.014 0.11
H 3.7598 1.8140 -1.3081 -0.031 0.008 -0.002 0.12
H 3.0040 -1.3140 3.0207 -0.024 -0.048 0.003 0.15
H 1.6456 -2.8358 3.9669 0.002 0.010 -0.010 0.13
H 1.0763 -5.2341 3.9807 0.010 0.017 -0.001 0.12
H 0.2308 -6.3343 1.9471 -0.015 0.012 0.018 0.12
H -0.4454 -6.1511 -0.4777 0.018 -0.004 -0.034 0.13
H -0.6418 -4.6915 -2.4951 0.014 0.016 -0.002 0.12
H -0.2402 -2.2759 -2.2807 -0.047 0.034 0.045 0.10
H 4.3475 0.7924 3.5008 0.015 0.006 -0.006 0.12
C -2.8213 -1.3719 -0.9074 0.014 -0.013 0.141 -0.02
C -3.0354 -0.0024 -0.3584 0.176 0.050 0.034 -0.32
C -4.3380 0.5264 -0.3921 -0.127 0.149 0.035 0.00
C -4.5832 1.7784 0.0808 0.033 -0.081 -0.020 0.03
C -3.5203 2.5296 0.6151 0.181 -0.192 -0.050 -0.14
C -3.7171 3.8305 1.1187 0.037 0.145 0.062 -0.02
C -2.6706 4.5274 1.6548 -0.181 0.044 -0.021 -0.05
C -1.4018 3.9412 1.7164 0.042 -0.213 -0.074 -0.09
C -1.1780 2.6693 1.2313 -0.014 0.083 0.079 -0.56
S 0.4198 1.9924 1.3412 0.137 -0.410 -0.158 0.77
C -2.2331 1.9322 0.6456 -0.242 0.339 0.186 -0.22
N -2.0056 0.6736 0.1412 -0.129 -0.074 -0.273 -0.03
H -3.7330 -1.7480 -1.3657 0.016 0.001 -0.023 0.10
H -2.5286 -2.0526 -0.1062 0.026 -0.013 -0.009 0.08
H -2.0366 -1.3532 -1.6598 0.024 -0.048 -0.024 0.04
H -5.1342 -0.0779 -0.8026 0.020 -0.031 0.002 0.12
H -5.5795 2.2025 0.0603 0.000 -0.007 -0.011 0.13
H -4.7085 4.2624 1.0751 -0.005 -0.022 -0.001 0.12
H -2.8203 5.5254 2.0439 0.010 -0.006 -0.004 0.12
H -0.5734 4.4807 2.1570 -0.006 0.001 0.012 0.11
C -2.2160 1.0581 -3.3365 -0.022 -0.041 -0.154 -0.07
O -1.2547 1.6214 -2.4367 0.121 -0.198 0.285 -0.28
P 0.0841 0.9363 -1.9018 -0.032 0.718 -1.357 0.69
O 1.1443 2.0894 -2.1865 -0.068 -0.274 0.283 -0.28
C 1.0069 3.4654 -1.8016 -0.053 0.207 0.001 -0.08
O 0.4209 -0.0594 -3.1094 -0.064 -0.152 0.191 -0.30
C 1.7179 -0.6497 -3.3063 0.191 -0.063 -0.080 -0.08
H -2.0486 1.4608 -4.3336 0.011 0.014 0.022 0.10
H -3.2023 1.3465 -2.9813 0.014 0.006 0.003 0.09
H -2.1406 -0.0281 -3.3813 0.009 0.064 -0.002 0.08
H 1.7444 4.0159 -2.3800 -0.013 -0.032 -0.013 0.10
H 1.2042 3.5903 -0.7396 0.024 -0.080 0.035 0.05
H 0.0099 3.8352 -2.0408 0.007 -0.063 -0.019 0.09
H 1.6077 -1.3768 -4.1071 -0.030 0.027 0.001 0.10
H 2.0768 -1.1373 -2.4015 -0.063 0.006 0.016 0.07
H 2.4332 0.1141 -3.6070 -0.059 0.044 0.019 0.09
N -1.7928 -1.3339 2.6506 -0.007 0.054 -0.058 0.08
C -1.1144 -0.8910 1.8260 -0.569 -0.437 0.816 -0.40
```
Positions in Å, forces in eV/Å.

Its relative energy (zero: lowest compared OMol25 entry of this formula, charge and spin) is 7.7 kcal/mol. The calculation puts the frontier orbital gap (alpha / beta) at 6.6 / 6.6 eV. Its expectation value of S² is 2.021. Its total charge is +1. The multiplicity is 3. Its HOMO energy (alpha / beta) is -10.12 / -10.48 eV.



no.,largest force on an atom (eV/Å)
1,0.7
2,3.9
3,1.6